The following is a quantum chemistry calculation of the molecule C7H8S2 in a non-equilibrium geometry, from OMol25.

The calculation puts the electronic energy at -29056.117 eV. The highest occupied orbital energy is -8.35 eV. The LUMO energy comes out at 0.8 eV. The calculation puts the energy relative to the best compared isomer or geometry (same formula, charge and spin) at 75.4 kcal/mol. As for the SMILES: C=C(SC)c1cccs1. The value obtained for the orbital gap is 0.33488 Ha.

Each atom is followed by the atoms it is bonded to, with distances in Å.
CARTESIAN COORDINATES (ANGSTROEM)
1 C 2.2953 -0.8503 -0.9371  C2 1.414, C3 1.334, H10 1.023
2 C 1.0278 -0.3257 -1.2801  C1 1.414, C4 1.373, H11 1.015
3 C 2.6003 -0.7636 0.3588  C1 1.334, S8 1.732, H12 1.128
4 C 0.4167 0.1075 -0.1291  C2 1.373, C6 1.860, S8 1.674
5 C -1.1047 2.2606 -0.5771  C6 1.304, H13 1.110, H14 1.152
6 C -1.1885 1.0470 -0.1061  C4 1.860, C5 1.304, S9 1.716
7 C -1.9558 -1.1208 1.3420  S9 1.843, H15 1.078, H16 1.074, H17 1.099
8 S 1.2967 -0.0922 1.2806  C3 1.732, C4 1.674
9 S -2.6405 0.2133 0.2700  C6 1.716, C7 1.843
10 H 2.8929 -1.0939 -1.7315  C1 1.023
11 H 0.6788 0.0441 -2.1581  C2 1.015
12 H 3.4529 -1.3010 0.8656  C3 1.128
13 H -1.8837 3.0515 -0.5473  C5 1.110
14 H -0.2351 2.7002 -1.1925  C5 1.152
15 H -1.0012 -1.3120 0.8799  C7 1.078
16 H -2.7320 -1.8620 1.3040  C7 1.074
17 H -1.9199 -0.7026 2.3578  C7 1.099